DFT (the ωB97M-V functional and the def2-TZVPD basis) results for an isolated ion of composition C3H6ClN2 and charge +1 at a distorted geometry.

CARTESIAN COORDINATES (ANGSTROEM)
1 C -1.904 -0.360 -0.404
2 C 0.374 -0.697 0.186
3 C 0.645 0.730 0.181
4 N -0.802 -1.162 -0.051
5 N -2.938 -0.531 0.294
6 Cl -4.354 0.309 0.020
7 H -1.770 0.335 -1.238
8 H 1.154 -1.406 0.448
9 H 0.075 1.278 -0.569
10 H 0.327 1.132 1.152
11 H 1.705 0.948 0.080
12 H -1.024 -2.146 0.112

Calculated values
- ΔE to the lowest compared entry with this formula, charge and spin: 195.6 kJ/mol
- Kohn-Sham gap: 9.066 eV
- Charge: +1
- HOMO energy: -0.537 Eh
- Multiplicity: 1

Atom charges from the Mulliken analysis, given in e for atoms 1 to 8: number 1, C, carries -0.05; number 2, C, carries 0.28; number 3, C, carries -1.13; number 4, N, carries -0.02; number 5, N, carries -0.38; number 6, Cl, carries 0.03; number 7, H, carries 0.43; number 8, H, carries 0.46